[1]
Molecular formula: C6H15NS
Method: DFT, ωB97M-V/def2-TZVPD

Element x y z (Å)
C1 1.87572 -0.73909 -0.37476
N1 0.79588 -0.11516 0.34838
C2 -0.54589 -0.17302 -0.18734
C3 -1.65282 0.32232 0.72692
S1 -3.33617 -0.17187 0.17006
C4 -0.66035 0.44056 -1.60737
C5 3.23490 -0.46438 0.27497
C6 3.50247 1.03653 0.66521
H1 1.73008 -1.81867 -0.48096
H2 1.96107 -0.34407 -1.40538
H3 0.98959 0.77853 0.78625
H4 -0.78512 -1.22943 -0.36546
H5 -1.48779 0.00022 1.75623
H6 -1.63080 1.42154 0.70929
H7 -2.59636 -1.91776 0.04089
H8 -1.40350 -0.10156 -2.20128
H9 -0.78366 1.51471 -1.73343
H10 0.28443 0.16425 -2.07890
H11 3.98884 -1.00599 -0.30928
H12 3.20938 -0.97516 1.24380
H13 3.39525 1.72803 -0.17911
H14 2.66813 1.16867 1.34422
H15 4.41271 1.19374 1.23519

energy above the lowest of the compared OMol25 structures with the same formula, charge and spin	2.483	eV
M	133.26	g mol⁻¹
electronic energy	-18788.1068	eV
HOMO energy	-8.601	eV
strongest force on any atom	4.5	eV/A



[2]
Molecular formula: C6H15NS
Method: DFT, ωB97M-V/def2-TZVPD

Element x y z (Å)
C1 2.03605 0.40988 -2.77324
C2 1.21021 0.60335 -1.50483
C3 0.71141 -1.61201 -0.50995
N1 1.57690 -0.43778 -0.51236
H1 3.06920 0.63888 -2.51803
H2 1.96924 -0.63017 -3.10435
H3 1.67021 1.03633 -3.58531
H4 1.42047 1.60456 -1.11430
H5 0.12923 0.39915 -1.65366
H6 0.83427 -2.21772 0.38836
H7 0.78530 -2.25180 -1.39082
H8 1.23849 -0.05729 0.37084
C4 -1.66562 -0.42194 2.77096
C5 -1.12344 0.69233 1.84823
C6 -1.80138 0.80362 0.50337
S1 -1.33008 -0.99680 -0.47451
H9 -2.73416 -0.32282 2.94025
H10 -1.05450 -0.41766 3.66605
H11 -1.48217 -1.36065 2.25367
H12 -1.13402 1.68945 2.37002
H13 -0.06687 0.48591 1.64959
H14 -1.38339 1.57378 -0.14519
H15 -2.87535 0.78941 0.52521

energy above the lowest of the compared OMol25 structures with the same formula, charge and spin	1.857	eV
M	133.26	g mol⁻¹
electronic energy	-18788.7327	eV
HOMO energy	-8.340	eV
structure (SMILES)	CCCSCNCC
strongest force on any atom	3.4	eV/A



[3]
Molecular formula: C6H15NS
Method: DFT, ωB97M-V/def2-TZVPD

Element x y z (Å)
C1 0.80221 -1.71051 -0.77579
N1 -0.09491 -0.82306 0.00528
C2 0.38295 0.56881 0.37640
C3 -0.63242 1.49795 -0.36423
S1 -0.22410 3.26139 -0.15131
C4 0.49494 0.72666 1.84309
C5 0.09754 -3.08230 -1.01794
C6 -0.34197 -3.67698 0.30249
H1 1.13114 -1.19287 -1.70954
H2 1.69747 -1.89972 -0.15989
H3 -0.93953 -0.64247 -0.52913
H4 1.32050 0.70002 -0.20257
H5 -0.61280 1.25766 -1.41796
H6 -1.58635 1.29342 0.07515
H7 -1.62091 3.57465 -1.65555
H8 1.18980 0.00058 2.25901
H9 0.82743 1.71449 2.17910
H10 -0.46484 0.58546 2.34265
H11 0.77159 -3.72389 -1.57680
H12 -0.72322 -2.99579 -1.75784
H13 -1.09875 -3.03759 0.76512
H14 -0.84078 -4.65813 0.17693
H15 0.45259 -3.75765 1.03946

energy above the lowest of the compared OMol25 structures with the same formula, charge and spin	3.076	eV
M	133.26	g mol⁻¹
electronic energy	-18787.5137	eV
HOMO energy	-8.809	eV
strongest force on any atom	4.2	eV/A



[4]
Molecular formula: C6H15NS2
Method: DFT, ωB97M-V/def2-TZVPD

Element x y z (Å)
S1 -1.17271 1.99005 0.52007
S2 -1.39531 0.01819 1.22660
N1 -2.60241 4.42524 -1.33551
C1 1.29046 -0.63286 1.69840
C2 -0.29079 -2.41212 0.76214
C3 0.48392 -0.55634 -0.74102
C4 -2.16462 1.95544 -1.01074
C5 -2.01366 3.19090 -1.90667
C6 0.08732 -0.90395 0.69315
H1 -3.57794 4.27213 -1.06377
H2 -2.04386 4.71726 -0.55006
H3 1.11095 -1.01378 2.73953
H4 2.18898 -1.07148 1.31255
H5 1.46441 0.45377 1.74201
H6 -0.60625 -2.70065 1.76830
H7 -1.13072 -2.62940 0.05821
H8 0.59738 -3.02110 0.49381
H9 0.79950 0.48051 -0.80932
H10 1.31727 -1.13229 -1.08107
H11 -0.38060 -0.73914 -1.37114
H12 -3.19160 1.78543 -0.72487
H13 -1.83874 1.12418 -1.63120
H14 -0.96580 3.34100 -2.14141
H15 -2.49159 2.95034 -2.86673

energy above the lowest of the compared OMol25 structures with the same formula, charge and spin	0.000	eV
M	165.33	g mol⁻¹
electronic energy	-29626.1245	eV
HOMO energy	-8.802	eV
structure (SMILES)	CC(C)(C)SSCCN
strongest force on any atom	1.8	eV/A



Question: strongest force on any atom of number 1 (C6H15NS)?
Answer: 4.5 eV/A